1.
This record from the Open Molecules 2025 dataset describes C4H14N2O as an isolated structure at a distorted geometry. The level of theory is ωB97M-V/def2-TZVPD.

Element x y z (Å)
N 3.00 0.70 -0.88
C -0.07 0.34 -1.14
C 0.96 -0.38 -1.90
C 0.14 0.12 0.36
N -1.07 0.60 1.00
C -1.07 0.35 2.43
H 3.42 1.60 -1.05
H -0.10 1.38 -1.43
H -1.08 -0.12 -1.36
H 1.09 -1.43 -1.61
H 1.03 -0.23 -2.97
H 2.09 -0.02 -1.33
H 0.97 0.73 0.71
H 0.31 -0.94 0.57
H -1.84 0.01 0.53
H -1.47 -0.64 2.68
H -1.77 1.06 2.90
H -0.10 0.47 2.91
H 3.59 0.13 -0.28
H -3.05 -1.48 -0.16
O -2.10 -1.51 0.07

Properties
multiplicity	1
E_tot	-9394.8239	eV
Kohn-Sham gap	3.928	eV
HOMO level	-7.5	eV
charge	0
LUMO	-0.132	hartree

Table of Mulliken atomic charges, one value per atom, all in e: -0.5726 -0.1076 -0.7065 -0.8998 -0.4207 -0.9259 0.1568 0.2580 0.3504 0.3853 0.3925 0.1352 0.7761 0.2450 0.4030 0.2814 0.3121 0.3443 0.1995 0.2238 -0.8304

2.
This record from the Open Molecules 2025 dataset describes a 2-piece molecular cluster, C4H14N2O overall at a distorted geometry. The level of theory is ωB97M-V/def2-TZVPD.

Element x y z (Å)
C -0.28 -2.58 1.38
N -0.86 -1.36 0.86
C -0.88 -1.21 -0.60
C 0.05 -0.14 -1.15
N 1.46 -0.42 -0.85
C 2.25 0.71 -0.37
H -0.51 -3.36 0.68
H -0.74 -2.82 2.34
H 0.80 -2.53 1.48
H -0.46 -0.53 1.28
H -0.63 -2.14 -1.08
H -1.89 -0.90 -0.90
H -0.12 -0.12 -2.23
H -0.26 0.88 -0.85
H 1.44 -1.11 -0.10
H 3.28 0.41 -0.29
H 2.20 1.57 -1.03
H 1.91 1.07 0.61
H -1.78 5.48 0.11
H -2.97 4.54 0.38
O -2.00 4.56 0.33

Properties
multiplicity	1
E_tot	-9401.7668	eV
Kohn-Sham gap	9.399	eV
HOMO level	-8.5	eV
charge	0
LUMO	0.033	hartree
structure (SMILES)	CNCCNC.O

Table of Mulliken atomic charges, one value per atom, all in e: -0.7882 -0.3393 -0.6222 -0.5413 -0.3688 -0.9212 0.3130 0.2787 0.2703 0.2449 0.3231 0.2891 0.3178 0.3031 0.2652 0.3283 0.3269 0.3197 0.3214 0.3191 -0.6395

3.
This record from the Open Molecules 2025 dataset describes a 4-piece molecular cluster, C4H14N2O overall at a distorted geometry. The level of theory is ωB97M-V/def2-TZVPD.

Element x y z (Å)
N 0.25 0.29 -1.94
C -2.48 -0.32 0.02
C -1.90 -1.22 0.80
N 1.57 -0.24 1.02
C 2.82 -0.15 1.65
C 0.89 0.95 0.82
H 0.62 -0.03 -1.07
H 0.74 0.07 -2.79
H -3.43 -0.39 -0.49
H -1.94 0.59 -0.22
H -0.87 -1.04 1.11
H -2.44 -2.02 1.29
H 3.67 0.10 0.99
H 2.96 0.61 2.44
H 3.07 -1.10 2.11
H 1.54 1.71 0.33
H 0.51 1.48 1.71
H 0.05 0.78 0.17
H -0.78 0.24 -2.11
H -2.56 -0.23 -3.37
O -2.30 -0.09 -2.46

Properties
multiplicity	1
E_tot	-9393.7912	eV
Kohn-Sham gap	3.249	eV
HOMO level	-7.6	eV
charge	0
LUMO	-0.158	hartree

Table of Mulliken atomic charges, one value per atom, all in e: -0.3603 -0.5695 -0.2341 -0.1198 -0.8175 -0.3266 0.1692 0.2354 0.2212 0.2289 0.0903 0.2718 0.3302 0.3397 0.3177 0.5152 0.3669 -0.3278 0.3088 0.1884 -0.8281

4.
This record from the Open Molecules 2025 dataset describes a 3-piece molecular cluster, C4H14N2O overall at a distorted geometry. The level of theory is ωB97M-V/def2-TZVPD.

Element x y z (Å)
N -1.70 -1.91 0.59
C 1.22 -0.92 -0.17
C 0.92 -0.58 1.34
C 1.16 0.36 -0.96
N -0.21 0.95 -1.05
C -1.29 -0.01 -1.15
H -2.38 -1.75 1.27
H 0.54 -1.67 -0.61
H 2.24 -1.53 -0.14
H 1.75 0.15 1.60
H 0.89 -1.48 2.01
H -0.08 -0.18 1.27
H 1.91 0.95 -0.44
H 1.60 0.26 -2.01
H -0.32 1.40 -0.09
H -0.87 -0.50 -1.95
H -1.62 -0.75 -0.35
H -2.28 0.48 -1.48
H -1.89 -2.79 0.12
H -0.38 2.54 1.66
O 0.27 2.32 0.99

Properties
multiplicity	1
E_tot	-9394.4797	eV
Kohn-Sham gap	4.853	eV
HOMO level	-8.3	eV
charge	0
LUMO	-0.128	hartree

Table of Mulliken atomic charges, one value per atom, all in e: -0.5737 -0.3177 -0.8204 -0.7528 -0.0164 -0.4690 0.1944 0.2454 0.3073 0.3181 0.3430 0.1542 0.3615 0.2725 0.2754 0.4769 0.0864 0.2927 0.2028 0.2061 -0.7867

5.
This record from the Open Molecules 2025 dataset describes a 2-piece molecular cluster, C4H14N2O overall at a distorted geometry. The level of theory is ωB97M-V/def2-TZVPD.

Element x y z (Å)
C 0.35 -1.22 0.43
C -0.04 0.17 -0.06
C 0.93 1.24 0.47
N -0.20 0.19 -1.49
C -1.44 0.67 -2.06
N -2.26 -0.46 -2.57
H 0.22 -1.31 1.51
H 1.40 -1.42 0.18
H -0.32 -1.93 -0.04
H -1.01 0.40 0.39
H 1.22 0.91 1.46
H 0.51 2.22 0.31
H 1.89 1.14 -0.05
H 0.58 0.22 -2.12
H -1.28 1.28 -2.95
H -1.98 1.19 -1.26
H -2.54 -1.02 -1.77
H -3.15 -0.05 -2.85
H 1.70 -0.46 4.44
H 2.97 -0.69 3.66
O 2.45 -1.07 4.37

Properties
multiplicity	1
E_tot	-9402.1502	eV
Kohn-Sham gap	9.238	eV
HOMO level	-8.5	eV
charge	0
LUMO	0.026	hartree
structure (SMILES)	CC(C)NCN.O

Table of Mulliken atomic charges, one value per atom, all in e: -1.3693 0.5303 -1.3433 -0.1961 -0.5150 -0.6650 0.3727 0.2697 0.3623 0.2407 0.2980 0.3400 0.3540 0.2284 0.3173 0.3200 0.2192 0.2377 0.3149 0.3173 -0.6339

6.
This record from the Open Molecules 2025 dataset describes a 2-piece molecular cluster, C4H14N2O overall at a distorted geometry. The level of theory is ωB97M-V/def2-TZVPD.

Element x y z (Å)
C 2.54 -0.81 -0.23
N 1.59 0.00 -0.91
C -0.38 -1.46 0.21
C 0.14 -0.05 -0.51
C -0.12 1.12 0.45
N -1.37 1.64 1.02
H 2.29 -1.04 0.83
H 2.71 -1.83 -0.74
H 3.58 -0.40 -0.41
H 1.73 -0.14 -1.88
H -1.37 -1.28 0.78
H 0.43 -1.64 0.94
H -0.41 -2.26 -0.49
H -0.40 0.13 -1.44
H 0.52 0.95 1.32
H 0.34 1.99 0.02
H -1.38 2.63 0.73
H -1.16 1.66 2.04
H -3.17 0.29 -1.36
H -2.98 0.66 0.12
O -3.13 -0.15 -0.50

Properties
<S²>	0.75
multiplicity	2
E_tot	-9392.8133	eV
Kohn-Sham gap (spin up / spin down)	10.641 / 5.658	eV
HOMO level (spin up / spin down)	-13.8 / -13.8	eV
charge	+1
LUMO (spin up / spin down)	-0.117 / -0.299	hartree

Table of Mulliken atomic charges, one value per atom, all in e: -0.7859 0.0685 -1.0477 0.0375 -1.0155 -0.5205 0.3687 0.3543 0.3275 0.3666 0.3115 0.3628 0.3504 0.3781 0.3625 0.4805 0.2950 0.2982 0.2936 0.3829 -0.6690

7.
This record from the Open Molecules 2025 dataset describes a 2-piece molecular cluster, C4H14N2O overall at a distorted geometry. The level of theory is ωB97M-V/def2-TZVPD.

Element x y z (Å)
N -2.49 2.43 -0.05
C -1.11 2.17 -0.34
C -0.56 0.67 0.14
N 0.36 0.07 -0.84
C 0.10 -1.34 -1.19
C 1.72 0.37 -0.52
H -2.70 3.10 0.67
H -2.98 2.85 -0.84
H -0.53 2.76 0.42
H -0.80 2.24 -1.41
H -1.56 0.19 0.24
H -0.07 0.38 1.08
H -0.05 -1.98 -0.28
H -0.91 -1.31 -1.74
H 0.82 -1.92 -1.75
H 2.07 -0.10 0.39
H 2.01 1.45 -0.30
H 2.36 0.05 -1.38
H 1.15 -4.67 2.41
H 1.55 -3.59 3.12
O 1.62 -3.83 2.15

Properties
<S²>	0.75
multiplicity	2
E_tot	-9392.7760	eV
Kohn-Sham gap (spin up / spin down)	10.820 / 6.027	eV
HOMO level (spin up / spin down)	-13.4 / -13.3	eV
charge	+1
LUMO (spin up / spin down)	-0.094 / -0.267	hartree

Table of Mulliken atomic charges, one value per atom, all in e: -0.5757 -0.3703 -0.7024 0.2456 -0.7984 -0.8876 0.2620 0.2523 0.2629 0.3258 0.4009 0.4582 0.3498 0.3343 0.3446 0.4061 0.3312 0.3536 0.3212 0.3244 -0.6386

8.
This record from the Open Molecules 2025 dataset describes a 3-piece molecular cluster, C4H14N2O2 overall. The level of theory is ωB97M-V/def2-TZVPD.

Element x y z (Å)
C -0.61 1.59 0.58
C -1.20 1.14 -0.76
C -0.40 0.07 -1.45
N -0.33 -1.17 -0.68
C 0.81 -1.63 -0.12
N 0.79 -2.53 0.77
H -0.54 0.78 1.31
H 0.34 2.11 0.45
H -1.35 2.27 1.02
H -1.38 1.99 -1.42
H -2.21 0.76 -0.55
H -0.77 -0.19 -2.45
H 0.62 0.40 -1.64
H -1.20 -1.51 -0.29
H 1.70 -1.16 -0.56
H 1.69 -2.87 1.10
H -2.03 -2.33 2.88
H -0.73 -1.94 2.16
O -1.50 -1.57 2.63
H 2.96 1.19 -1.26
H 2.25 2.52 -0.82
O 3.09 2.07 -0.91

Properties
multiplicity	1
E_tot	-11450.2406	eV
Kohn-Sham gap	9.844	eV
HOMO level	-9.2	eV
charge	0
LUMO	0.025	hartree
structure (SMILES)	[H]/N=C/NCCC.O.O

Table of Mulliken atomic charges, one value per atom, all in e: -0.7593 -0.3828 -0.5041 -0.1884 0.1886 -0.7126 0.1395 0.1829 0.3235 0.3119 0.3109 0.2836 0.0833 0.2872 0.2455 0.2010 0.2995 0.3459 -0.6702 0.3314 0.3156 -0.6326

9.
This record from the Open Molecules 2025 dataset describes a 3-piece molecular cluster, C4H14N2O2 overall at a distorted geometry. The level of theory is ωB97M-V/def2-TZVPD.

Element x y z (Å)
C 1.63 0.74 0.04
C 0.35 1.19 -0.77
C -0.81 0.33 -0.47
C -1.90 0.94 0.04
N -3.09 -0.06 0.28
N 1.70 -0.48 0.68
H 2.07 1.58 0.71
H 2.52 0.91 -0.64
H 0.15 2.26 -0.62
H 0.56 1.03 -1.88
H -0.92 -0.63 -0.92
H -1.92 1.94 0.38
H -3.83 0.11 -0.36
H -2.85 -1.02 -0.02
H 1.77 -1.32 -0.08
H 0.85 -0.56 1.36
H -1.10 -0.10 3.72
H -1.69 -0.48 2.30
O -0.92 -0.47 2.87
H 2.01 -1.21 -3.13
H 3.17 -1.01 -2.30
O 2.59 -1.64 -2.64

Properties
multiplicity	1
E_tot	-11447.6564	eV
Kohn-Sham gap	9.461	eV
HOMO level	-8.7	eV
charge	0
LUMO	0.029	hartree
structure (SMILES)	N/C=C/CCN.O.O

Table of Mulliken atomic charges, one value per atom, all in e: -0.7128 -0.2055 -0.1683 -0.4545 -0.6463 -0.5244 0.2506 0.2895 0.3342 0.1634 0.2465 0.3491 0.2425 0.2399 0.3218 0.2669 0.2933 0.3649 -0.6430 0.2770 0.3105 -0.5955

10.
This record from the Open Molecules 2025 dataset describes a 2-piece molecular cluster, C4H14N2O2 overall at a distorted geometry. The level of theory is ωB97M-V/def2-TZVPD.

Element x y z (Å)
N -0.37 1.07 -2.29
C -0.55 -0.38 -2.24
C 0.50 -1.13 -1.45
N 0.58 -0.80 -0.01
C -0.68 -0.99 0.68
C -0.42 -0.95 2.21
O -0.62 0.39 2.72
H -0.81 1.42 -3.13
H -0.79 1.57 -1.52
H -0.53 -0.75 -3.26
H -1.51 -0.61 -1.76
H 0.32 -2.21 -1.46
H 1.51 -1.06 -1.87
H 0.94 0.15 0.08
H -1.49 -0.25 0.58
H -1.08 -1.98 0.45
H -1.11 -1.62 2.72
H 0.59 -1.23 2.52
H 0.17 0.86 2.50
H 0.87 2.49 -0.23
H 2.15 2.61 0.61
O 1.41 2.04 0.43

Properties
multiplicity	1
E_tot	-11449.5205	eV
Kohn-Sham gap	9.040	eV
HOMO level	-8.5	eV
charge	0
LUMO	0.021	hartree
structure (SMILES)	NCCNCCO.O

Table of Mulliken atomic charges, one value per atom, all in e: -0.5756 -0.3161 -0.8935 -0.2548 -0.2718 -0.7262 -0.5419 0.2091 0.2323 0.4197 0.2139 0.3745 0.3704 0.2169 0.1830 0.4305 0.3274 0.3450 0.3046 0.2776 0.2872 -0.6122

What energy above the lowest of the compared OMol25 structures with the same formula, charge and spin values result from the calculations? In sequence: 202.54; 42.43; 226.36; 210.48; 33.59; 40.50; 41.36; 10.36; 69.96; 26.97 kcal/mol.